{
  "formula": "C27H44F3O14PSi",
  "method": "ωB97M-V/def2-TZVPD",
  "elements": ["O", "P", "Si", "C", "C", "O", "C", "F", "F", "F", "H", "H", "H", "H", "H", "H", "H", "H", "O", "C", "O", "C", "C", "C", "H", "H", "H", "H", "H", "H", "O", "C", "O", "C", "C", "C", "H", "H", "H", "H", "H", "H", "O", "C", "O", "C", "C", "C", "H", "H", "H", "H", "H", "H", "O", "C", "O", "C", "C", "C", "H", "H", "H", "H", "H", "H", "O", "C", "O", "C", "C", "C", "H", "H", "H", "H", "H", "H", "O", "C", "O", "C", "C", "C", "H", "H", "H", "H", "H", "H"],
  "coordinates": [[-0.011, -0.444, 5.073], [-1.380, -0.755, 4.550], [-2.514, 1.189, 4.474], [-4.333, 1.032, 3.984], [-5.306, 0.529, 5.049], [-5.032, 0.998, 6.337], [-5.476, -0.981, 5.063], [-6.642, -1.324, 5.670], [-5.485, -1.512, 3.817], [-4.483, -1.581, 5.763], [-2.013, -1.700, 5.384], [-1.317, -1.291, 3.254], [-1.823, 1.979, 3.447], [-2.323, 1.826, 5.792], [-4.672, 2.012, 3.679], [-4.367, 0.414, 3.095], [-6.289, 0.901, 4.802], [-4.365, 0.451, 6.748], [-3.375, -1.218, 1.480], [-2.555, -1.592, 0.690], [-1.390, -2.141, 1.067], [-0.534, -2.344, -0.085], [-1.484, -2.410, -1.273], [-2.611, -1.481, -0.822], [0.151, -1.503, -0.145], [0.032, -3.264, 0.043], [-1.011, -2.117, -2.206], [-1.866, -3.426, -1.387], [-2.408, -0.443, -1.089], [-3.592, -1.765, -1.190], [-2.803, 4.362, 3.484], [-3.223, 4.973, 4.421], [-4.427, 4.704, 4.969], [-4.717, 5.636, 6.027], [-3.359, 6.168, 6.471], [-2.561, 6.115, 5.167], [-5.360, 6.421, 5.624], [-5.252, 5.110, 6.813], [-3.416, 7.156, 6.923], [-2.918, 5.488, 7.199], [-2.675, 7.023, 4.573], [-1.506, 5.910, 5.316], [0.539, 0.210, -1.417], [0.052, 1.270, -1.132], [-0.219, 1.588, 0.146], [-0.903, 2.857, 0.219], [-0.544, 3.568, -1.081], [-0.384, 2.394, -2.050], [-1.974, 2.662, 0.308], [-0.568, 3.380, 1.109], [-1.288, 4.299, -1.385], [0.411, 4.082, -0.972], [-1.333, 2.109, -2.511], [0.358, 2.569, -2.822], [2.161, -4.577, -0.611], [2.975, -3.703, -0.615], [3.370, -3.076, -1.745], [4.424, -2.137, -1.453], [4.278, -1.823, 0.031], [3.725, -3.141, 0.578], [5.379, -2.612, -1.687], [4.298, -1.267, -2.093], [5.209, -1.502, 0.492], [3.541, -1.031, 0.169], [4.514, -3.843, 0.848], [3.053, -3.005, 1.420], [3.925, 3.140, -5.052], [3.428, 2.061, -4.949], [2.224, 1.876, -4.346], [1.914, 0.466, -4.279], [2.748, -0.179, -5.372], [3.980, 0.720, -5.402], [2.180, 0.099, -3.289], [0.844, 0.334, -4.418], [2.972, -1.221, -5.171], [2.225, -0.121, -6.328], [4.738, 0.400, -4.687], [4.428, 0.798, -6.387], [5.489, -2.138, -6.127], [4.970, -3.207, -6.006], [3.765, -3.373, -5.408], [3.443, -4.775, -5.312], [4.276, -5.450, -6.394], [5.515, -4.555, -6.438], [3.704, -5.115, -4.308], [2.373, -4.893, -5.457], [4.486, -6.495, -6.178], [3.753, -5.402, -7.350], [6.271, -4.863, -5.715], [5.963, -4.483, -7.423]],
  "forces_ev_per_a": [[0.192, 0.138, 0.087], [1.145, 0.227, 0.450], [-0.547, 0.096, -0.263], [0.375, -0.142, 0.328], [0.070, -0.018, -0.544], [-0.413, 0.346, 0.307], [-0.392, -0.454, -0.197], [0.572, 0.023, -0.318], [-0.071, 0.209, 0.846], [-0.129, 0.010, -0.184], [-0.362, -0.132, -0.417], [-0.514, -0.250, 0.066], [0.146, -0.118, -0.068], [0.040, -0.063, 0.048], [0.047, 0.444, -0.030], [-0.070, -0.239, -0.261], [-0.392, 0.133, -0.045], [0.397, -0.242, 0.184], [-0.200, 0.031, 0.264], [0.117, 0.279, -0.246], [0.042, -0.171, -0.081], [0.218, -0.249, -0.067], [-0.127, 0.083, 0.014], [0.199, -0.330, -0.061], [-0.069, 0.002, -0.031], [-0.102, -0.028, 0.210], [0.065, 0.072, 0.041], [0.013, -0.010, 0.002], [-0.063, 0.049, 0.014], [-0.078, 0.129, 0.035], [0.038, -0.102, -0.236], [0.046, 0.162, 0.094], [-0.083, 0.005, 0.051], [0.004, 0.071, 0.100], [0.086, 0.000, -0.104], [-0.175, -0.114, 0.356], [0.014, 0.013, -0.015], [-0.022, -0.102, -0.062], [-0.044, 0.024, -0.043], [-0.007, -0.010, 0.016], [0.044, 0.014, -0.034], [0.058, 0.034, -0.159], [0.135, 0.092, -0.210], [-0.168, -0.032, 0.031], [-0.032, 0.054, 0.094], [-0.045, 0.164, -0.028], [0.006, -0.109, -0.065], [0.128, 0.264, 0.255], [-0.003, -0.009, 0.000], [0.024, -0.095, 0.066], [-0.052, -0.034, 0.010], [0.008, 0.013, 0.011], [0.020, -0.039, -0.042], [-0.014, -0.119, -0.131], [-0.232, -0.143, -0.207], [0.185, 0.002, 0.336], [0.016, 0.012, -0.102], [0.056, 0.092, 0.062], [-0.056, -0.099, 0.066], [0.028, 0.480, -0.227], [0.004, -0.013, 0.008], [-0.073, -0.050, -0.078], [0.039, -0.041, -0.034], [-0.006, 0.015, -0.011], [-0.022, -0.043, 0.045], [-0.009, -0.175, 0.059], [0.020, 0.246, -0.019], [0.135, -0.237, 0.024], [-0.109, -0.078, 0.034], [0.096, -0.137, -0.104], [0.070, 0.033, -0.068], [-0.432, -0.021, -0.063], [-0.027, 0.035, 0.055], [-0.040, 0.135, 0.058], [-0.006, -0.008, 0.042], [-0.008, 0.009, 0.003], [0.080, -0.001, -0.038], [0.191, 0.079, 0.054], [-0.075, 0.240, 0.025], [0.201, -0.253, 0.037], [0.025, -0.076, -0.043], [-0.028, -0.118, 0.023], [0.117, 0.081, -0.016], [-0.392, -0.153, -0.098], [0.001, 0.015, 0.013], [-0.033, 0.112, 0.038], [0.009, 0.005, 0.064], [-0.018, -0.006, -0.003], [0.060, 0.024, -0.013], [0.155, 0.068, 0.042]],
  "lowdin_charge": [-0.56, 0.54, 0.61, -0.26, -0.35, -0.01, -0.55, 0.13, 0.14, 0.11, -0.03, -0.03, -0.05, -0.04, 0.07, 0.05, 0.16, 0.08, 0.10, -0.49, 0.01, -0.13, -0.14, -0.06, 0.10, 0.11, 0.11, 0.12, 0.12, 0.12, 0.08, -0.50, 0.02, -0.15, -0.15, -0.07, 0.13, 0.13, 0.11, 0.12, 0.13, 0.13, 0.09, -0.48, 0.03, -0.14, -0.14, -0.06, 0.13, 0.12, 0.12, 0.12, 0.13, 0.11, 0.11, -0.50, 0.02, -0.15, -0.14, -0.07, 0.13, 0.12, 0.12, 0.12, 0.13, 0.13, 0.12, -0.48, 0.00, -0.16, -0.15, -0.07, 0.11, 0.12, 0.09, 0.12, 0.13, 0.13, 0.13, -0.48, 0.00, -0.14, -0.15, -0.07, 0.13, 0.13, 0.12, 0.12, 0.13, 0.12],
  "orbital_gap_ev": 9.31
}



{
  "formula": "C27H44N2O3PPdS4Se4",
  "method": "ωB97M-V/def2-TZVPD",
  "elements": ["Pd", "Se", "Se", "Se", "Se", "O", "S", "C", "C", "C", "C", "C", "C", "C", "C", "C", "C", "C", "C", "H", "H", "H", "H", "H", "H", "H", "H", "H", "H", "C", "C", "C", "O", "P", "S", "S", "O", "C", "C", "C", "H", "H", "H", "H", "H", "H", "H", "H", "H", "H", "H", "H", "H", "H", "C", "C", "C", "C", "N", "C", "S", "N", "C", "C", "C", "C", "H", "H", "H", "H", "H", "H", "H", "H", "H", "H", "H", "H", "H", "H", "H", "H", "H", "H", "H", "H"],
  "coordinates": [[0.467, -1.825, -0.924], [1.597, -1.848, -3.116], [3.741, -2.017, -2.841], [1.337, -5.153, -1.430], [1.944, -3.524, -0.098], [-0.959, -0.200, -1.629], [-1.618, 0.506, -0.440], [-3.287, 0.815, -0.986], [-3.601, 0.704, -2.330], [-4.904, 0.958, -2.734], [-5.867, 1.311, -1.798], [-5.534, 1.413, -0.453], [-4.236, 1.160, -0.036], [-1.051, 2.195, -0.434], [-0.884, 2.891, -1.624], [-0.492, 4.218, -1.568], [-0.268, 4.829, -0.337], [-0.431, 4.116, 0.842], [-0.823, 2.785, 0.798], [-2.837, 0.414, -3.041], [-5.167, 0.882, -3.781], [-6.883, 1.504, -2.117], [-6.289, 1.679, 0.275], [-3.968, 1.228, 1.012], [-1.069, 2.403, -2.573], [-0.367, 4.781, -2.483], [0.039, 5.865, -0.300], [-0.255, 4.595, 1.796], [-0.946, 2.211, 1.709], [-2.347, -3.900, -2.207], [-3.600, -3.173, -1.751], [-4.824, -4.052, -1.620], [-3.360, -2.456, -0.496], [-2.749, -2.921, 0.852], [-3.333, -1.779, 2.325], [-0.823, -2.485, 1.086], [-3.089, -4.441, 0.911], [-2.712, -5.500, 1.859], [-2.517, -5.005, 3.272], [-1.505, -6.210, 1.294], [-2.538, -4.365, -3.175], [-2.064, -4.686, -1.501], [-1.511, -3.207, -2.322], [-3.821, -2.353, -2.432], [-4.633, -4.901, -0.965], [-5.091, -4.428, -2.608], [-5.669, -3.486, -1.229], [-3.583, -6.154, 1.824], [-1.680, -4.308, 3.344], [-2.293, -5.871, 3.897], [-3.411, -4.521, 3.662], [-0.624, -5.566, 1.339], [-1.674, -6.510, 0.260], [-1.306, -7.107, 1.883], [4.729, 4.037, -1.588], [3.587, 3.700, -2.549], [2.367, 3.016, -1.923], [2.436, 1.496, -1.811], [3.434, 1.047, -0.839], [3.158, 0.608, 0.399], [1.679, -0.112, 0.816], [4.140, 0.760, 1.302], [4.089, 0.368, 2.708], [3.522, 1.466, 3.601], [4.298, 2.781, 3.562], [5.688, 2.686, 4.187], [5.468, 4.675, -2.072], [5.277, 3.160, -1.232], [4.354, 4.570, -0.712], [3.964, 3.089, -3.376], [3.252, 4.637, -2.997], [1.491, 3.233, -2.540], [2.168, 3.441, -0.932], [2.687, 1.065, -2.785], [1.474, 1.087, -1.503], [4.370, 1.394, -0.988], [4.926, 1.329, 1.024], [5.103, 0.096, 3.000], [3.470, -0.523, 2.778], [3.511, 1.082, 4.626], [2.483, 1.636, 3.309], [3.717, 3.541, 4.088], [4.378, 3.135, 2.529], [5.624, 2.371, 5.230], [6.200, 3.647, 4.162], [6.326, 1.967, 3.666]],
  "forces_ev_per_a": [[0.013, 0.079, 0.210], [-0.008, 0.208, -0.171], [0.015, 0.008, -0.043], [-0.074, 0.012, 0.036], [0.079, 0.034, -0.069], [0.201, -0.107, 0.244], [-0.066, -0.117, -0.056], [0.022, -0.042, -0.094], [-0.056, -0.015, -0.032], [0.018, -0.011, 0.026], [0.024, -0.006, 0.023], [-0.006, -0.021, -0.010], [-0.007, 0.027, 0.004], [0.067, -0.028, -0.223], [-0.178, 0.094, 0.121], [-0.245, 0.078, 0.129], [-0.053, -0.022, -0.044], [-0.004, 0.006, -0.037], [0.034, 0.000, 0.044], [-0.005, -0.009, 0.022], [-0.002, -0.007, 0.007], [0.002, 0.008, 0.005], [0.002, 0.007, -0.006], [-0.008, -0.030, -0.031], [0.011, -0.023, 0.007], [0.009, 0.012, 0.006], [-0.014, 0.012, -0.004], [0.006, -0.002, 0.000], [0.026, -0.012, -0.020], [-0.131, 0.022, 0.053], [0.122, -0.109, -0.044], [0.028, -0.081, -0.036], [-0.192, 0.219, -0.249], [-0.081, -0.150, -0.115], [-0.098, 0.224, 0.274], [0.369, 0.078, 0.337], [-0.222, -0.119, -0.001], [0.003, -0.037, -0.033], [0.052, 0.059, 0.045], [0.113, -0.022, 0.045], [0.006, -0.009, -0.003], [-0.027, 0.064, -0.062], [-0.037, -0.007, 0.028], [0.042, 0.058, -0.037], [-0.007, -0.002, -0.020], [-0.015, -0.007, 0.015], [0.023, 0.029, -0.007], [-0.015, -0.029, -0.029], [-0.019, -0.041, -0.006], [-0.009, 0.010, 0.019], [0.009, -0.019, -0.020], [-0.011, -0.012, -0.017], [-0.014, -0.003, 0.011], [0.015, 0.008, -0.016], [0.014, -0.052, 0.026], [0.062, -0.036, 0.061], [0.136, -0.086, -0.089], [0.183, 0.017, -0.042], [-0.112, 0.062, -0.137], [0.164, 0.051, 0.070], [-0.199, -0.048, 0.184], [-0.047, -0.102, -0.084], [-0.024, -0.033, -0.074], [-0.025, 0.026, 0.001], [0.057, -0.044, 0.025], [0.008, 0.015, -0.031], [-0.014, 0.008, -0.010], [-0.036, 0.010, -0.014], [-0.001, -0.007, -0.002], [-0.010, 0.023, -0.025], [-0.003, 0.021, -0.024], [0.256, -0.054, 0.049], [-0.065, -0.026, -0.071], [-0.020, -0.005, 0.035], [0.065, 0.001, -0.031], [-0.034, 0.016, -0.032], [0.004, -0.009, 0.013], [0.000, 0.016, 0.013], [0.022, -0.035, -0.003], [-0.043, 0.014, 0.002], [0.003, -0.013, 0.004], [0.010, 0.004, 0.012], [-0.027, 0.013, -0.002], [-0.005, -0.006, -0.008], [-0.010, -0.002, 0.002], [-0.016, 0.003, 0.001]],
  "lowdin_charge": [-0.03, 0.13, 0.15, 0.15, 0.05, -0.63, 0.96, -0.38, -0.08, -0.06, -0.06, -0.06, -0.08, -0.39, -0.08, -0.09, -0.07, -0.06, -0.08, 0.11, 0.11, 0.11, 0.11, 0.10, 0.12, 0.12, 0.11, 0.11, 0.11, -0.05, -0.39, -0.03, -0.28, -0.17, 0.47, 0.34, -0.28, -0.41, -0.07, -0.05, 0.10, 0.06, 0.04, 0.14, 0.08, 0.09, 0.09, 0.15, 0.06, 0.10, 0.07, 0.05, 0.08, 0.10, -0.10, -0.24, -0.19, -0.22, 0.02, -0.74, 0.66, 0.02, -0.21, -0.20, -0.27, -0.11, 0.08, 0.05, 0.08, 0.11, 0.11, 0.09, 0.12, 0.09, 0.05, 0.12, 0.14, 0.12, 0.09, 0.12, 0.10, 0.11, 0.09, 0.08, 0.07, 0.06],
  "spin_multiplicity": 5,
  "orbital_gap_ev": [6.93, 5.23],
  "total_charge": 1
}